[1]
{
  "formula": "C2H5PS",
  "method": "wB97M-V/def2-TZVPD",
  "orbital_gap_ev": 9.5,
  "de_lowest_kcal_mol": 56.6,
  "spin_multiplicity": 1,
  "total_charge": 0,
  "smiles": "[PH3]=S.C#C",
  "homo_ev": -8.8772,
  "symbols": ["P", "S", "H", "H", "H", "C", "C", "H", "H"],
  "coordinates": [[0.1536, 1.3739, -0.4383], [-1.2338, 0.6173, -1.4703], [-0.0659, 1.1069, 0.9836], [1.5621, 1.2335, -0.7788], [0.4534, 2.7627, -0.1961], [0.3022, -1.4585, 0.4268], [-0.7642, -2.0299, 0.5431], [1.1944, -1.0114, 0.3825], [-1.6017, -2.5945, 0.5475]],
  "forces_ev_per_angstrom": [[1.40, 1.64, 2.10], [-0.72, 0.21, -1.23], [0.81, -0.08, -1.05], [-0.85, -0.81, 0.35], [-0.92, -0.17, -0.56], [-4.54, -2.91, 0.75], [4.26, 2.03, -0.31], [2.76, 1.30, -0.15], [-2.21, -1.20, 0.11]]
}

***

[2]
{
  "formula": "C11H14FeNO4",
  "method": "wB97M-V/def2-TZVPD",
  "orbital_gap_ev": [7.4, 4.4],
  "de_lowest_kcal_mol": 34.3,
  "spin_multiplicity": 5,
  "total_charge": 1,
  "homo_ev": [-10.7816, -11.5153],
  "symbols": ["O", "C", "Fe", "C", "O", "C", "O", "C", "C", "C", "C", "C", "C", "H", "H", "H", "H", "H", "H", "H", "O", "C", "C", "N", "H", "H", "H", "H", "H", "H", "H"],
  "coordinates": [[-0.4402, 3.3240, 0.4972], [-1.5477, 2.9517, 0.6164], [-3.0086, 2.0930, 1.1456], [-2.6147, 2.1564, 2.8652], [-2.2433, 2.2358, 3.9731], [-4.1888, 3.3348, 1.0440], [-4.6189, 4.4170, 1.1066], [-0.2492, -1.3714, -0.4867], [-0.6454, -0.0778, -1.1464], [-1.8754, 0.6471, -0.5747], [-2.7144, -0.0316, 0.3437], [-2.1415, -1.1522, 1.0526], [-0.9024, -1.7316, 0.6629], [0.5467, -2.0328, -0.9072], [0.1780, 0.6717, -1.1994], [-0.8677, -0.2582, -2.2338], [-2.3570, 1.3000, -1.3292], [-3.8295, 0.0329, 0.2043], [-2.7314, -1.5655, 1.8847], [-0.4050, -2.4573, 1.3095], [4.0273, 0.1268, -0.6988], [4.1741, -1.2472, -1.0673], [2.9746, -1.9569, -0.5142], [1.8342, -1.0573, -0.7767], [4.8292, 0.6115, -0.9109], [4.1539, -1.3471, -2.1592], [5.0971, -1.6432, -0.6398], [2.7988, -2.9151, -0.9956], [2.9958, -2.1251, 0.5623], [1.7790, -0.3963, 0.0310], [1.9926, -0.5359, -1.6593]],
  "forces_ev_per_angstrom": [[-3.00, -0.78, -0.03], [4.38, 1.81, 0.03], [1.07, -3.89, -1.36], [1.69, 0.28, 4.82], [-1.27, -0.23, -3.33], [-2.45, 5.56, 0.12], [0.45, -2.80, -0.27], [-2.22, 0.82, 0.89], [0.13, 0.95, -0.97], [-1.87, -1.85, -0.92], [0.75, -0.74, -1.28], [-1.62, 0.80, 0.51], [1.23, -0.15, 0.00], [-1.23, -0.08, -0.18], [-0.18, -0.43, 0.17], [0.00, 0.22, 0.74], [0.38, -0.27, 0.67], [0.98, 0.32, 0.73], [0.58, 0.04, -0.46], [-0.58, -0.20, -0.15], [-0.04, -0.23, 0.02], [0.68, 0.58, 0.00], [-0.83, -0.28, 0.37], [3.00, 1.54, 0.94], [0.10, 0.04, -0.02], [0.28, -0.05, 0.05], [-0.04, -0.25, -0.26], [0.16, -0.10, -0.16], [0.24, 0.06, -0.04], [-0.12, -0.41, -1.22], [-0.62, -0.28, 0.59]]
}

***

[3]
{
  "formula": "C30H72FN5O14PS",
  "method": "wB97M-V/def2-TZVPD",
  "orbital_gap_ev": 6.5,
  "de_lowest_kcal_mol": 36.6,
  "spin_multiplicity": 1,
  "total_charge": -1,
  "homo_ev": -4.7015,
  "symbols": ["C", "C", "C", "C", "C", "O", "C", "O", "C", "O", "C", "N", "C", "C", "O", "O", "N", "C", "C", "C", "O", "N", "N", "C", "C", "S", "O", "O", "F", "P", "N", "O", "H", "H", "H", "H", "H", "H", "H", "H", "H", "H", "H", "H", "H", "H", "H", "H", "H", "H", "H", "H", "H", "H", "H", "H", "H", "H", "H", "H", "H", "H", "H", "H", "C", "C", "C", "O", "H", "H", "H", "H", "H", "H", "H", "H", "C", "C", "C", "O", "H", "H", "H", "H", "H", "H", "H", "H", "C", "C", "C", "O", "H", "H", "H", "H", "H", "H", "H", "H", "C", "C", "C", "O", "H", "H", "H", "H", "H", "H", "H", "H", "C", "C", "C", "O", "H", "H", "H", "H", "H", "H", "H", "H"],
  "coordinates": [[-2.4854, -0.2504, 2.4725], [-1.5838, -0.1057, 1.1706], [-0.2608, -0.9675, 1.2153], [-0.2020, -2.1257, 0.1108], [-1.6228, -2.8427, 0.3047], [-1.8820, -3.1975, 1.6556], [-3.2325, -3.6956, 1.7219], [-0.2794, -1.7172, -1.2206], [0.7927, -1.3897, -2.0403], [1.4900, -2.5938, -2.3971], [2.0091, -0.5635, -1.3795], [3.3437, -1.0495, -1.8579], [0.1343, -0.6537, -3.3306], [1.3305, 0.0637, -4.1539], [2.2901, -0.5796, -4.6031], [1.2542, 1.3381, -4.4139], [-0.8079, 0.4318, -3.0205], [-0.5258, 1.3450, -1.9358], [-2.2053, 0.0892, -2.9933], [-3.1506, 0.9954, -3.8684], [-2.7619, -0.7518, -2.3301], [-0.6185, -1.5192, -4.2818], [-0.6542, -2.8697, -4.2176], [-1.6830, -3.5670, -3.4912], [-3.1117, -3.5907, -4.1825], [-0.7247, -1.0430, -5.8999], [0.3512, -1.5293, -6.7260], [-1.0854, 0.3266, -6.1152], [-2.0328, -1.8950, -6.4489], [0.9772, -3.5308, 0.6188], [2.6519, -3.1134, 0.3396], [0.9278, -3.6964, 2.3207], [-3.5590, -0.3062, 2.1960], [-2.2037, -1.1344, 3.0883], [-2.3760, 0.6400, 3.1360], [-1.2619, 0.9701, 1.1872], [-2.1726, -0.2120, 0.2325], [0.5969, -0.2623, 1.1565], [-0.2189, -1.4153, 2.2412], [-1.5160, -3.8066, -0.2767], [-2.4343, -2.2731, -0.2059], [-3.4713, -4.1530, 0.7278], [-3.2959, -4.4909, 2.4952], [-3.9114, -2.8301, 1.9021], [1.7136, -2.5791, -3.3414], [2.0569, -0.6839, -0.2769], [1.9810, 0.5258, -1.5860], [3.8513, -0.2700, -2.2739], [3.8973, -1.3394, -1.0497], [-0.1997, 0.9199, -0.9581], [-1.4477, 1.9501, -1.7184], [0.2488, 2.1045, -2.2271], [-3.9443, 1.4356, -3.2174], [-2.5796, 1.8222, -4.3571], [-3.5800, 0.3779, -4.6866], [0.1441, -3.4071, -4.5251], [-1.3851, -4.6473, -3.4393], [-1.8656, -3.2618, -2.4388], [-2.9968, -4.1889, -5.1248], [-3.8301, -4.1372, -3.5292], [-3.4585, -2.5829, -4.4884], [3.1908, -3.1239, 1.2102], [3.0296, -3.8278, -0.2787], [1.3716, -2.8970, 2.6629], [3.6103, 5.1973, -0.8749], [3.6631, 3.6785, -0.9448], [3.5183, 3.1838, -2.3737], [2.6161, 3.1301, -0.1420], [2.6515, 5.5719, -1.2458], [3.7050, 5.5376, 0.1595], [4.4116, 5.6474, -1.4655], [4.6099, 3.3250, -0.5281], [2.5565, 3.4909, -2.7943], [3.5445, 2.0936, -2.4128], [4.3153, 3.5736, -3.0113], [1.7758, 3.4368, -0.5035], [-4.6011, 1.5684, 6.1561], [-5.1969, 1.7915, 4.7743], [-6.7144, 1.7146, 4.8084], [-4.6925, 0.8085, 3.8744], [-4.8637, 0.5766, 6.5359], [-3.5109, 1.6151, 6.1149], [-4.9564, 2.3190, 6.8660], [-4.8863, 2.7670, 4.3938], [-7.0435, 0.7263, 5.1435], [-7.1292, 1.8651, 3.8093], [-7.1357, 2.4685, 5.4780], [-4.9628, -0.0585, 4.2029], [-8.2962, -3.8564, 6.1410], [-8.2018, -2.3918, 5.7421], [-8.9373, -2.1255, 4.4375], [-6.8305, -2.0238, 5.6000], [-7.8393, -4.4962, 5.3803], [-7.7560, -4.0351, 7.0727], [-9.3356, -4.1631, 6.2755], [-8.6216, -1.7679, 6.5340], [-8.5017, -2.7077, 3.6202], [-8.8528, -1.0734, 4.1578], [-9.9957, -2.3807, 4.5212], [-6.4470, -2.5688, 4.9021], [5.6730, 3.6198, 2.7929], [6.3832, 4.6283, 1.9043], [7.8929, 4.5540, 2.0757], [5.9320, 5.9445, 2.2246], [5.8840, 3.8166, 3.8490], [4.5912, 3.6930, 2.6656], [5.9834, 2.5993, 2.5595], [6.1235, 4.4425, 0.8605], [8.1786, 4.7821, 3.1073], [8.3874, 5.2910, 1.4392], [8.2714, 3.5619, 1.8205], [6.1569, 6.1178, 3.1460], [8.3635, -0.3007, -3.3733], [6.9279, 0.1878, -3.2495], [6.5826, 1.1938, -4.3275], [6.7382, 0.7812, -1.9670], [9.0678, 0.5301, -3.2622], [8.5931, -1.0197, -2.5838], [8.5364, -0.7772, -4.3406], [6.2419, -0.6588, -3.3220], [7.2191, 2.0829, -4.2586], [5.5507, 1.5281, -4.2049], [6.6964, 0.7649, -5.3249], [7.3398, 1.5312, -1.8941]],
  "forces_ev_per_angstrom": [[0.35, 0.10, -0.45], [0.24, 0.92, 0.94], [-0.20, 0.52, -0.35], [-1.57, 0.98, 3.44], [1.31, -1.21, -1.41], [-0.90, -0.01, -0.45], [0.51, 0.03, -0.54], [0.11, 0.19, 0.08], [2.01, -0.65, -1.13], [-1.69, -0.30, -0.21], [0.83, 0.59, 0.09], [-0.01, 0.78, 0.50], [1.16, 1.82, -0.07], [1.37, 4.07, -1.78], [-0.62, -2.10, 0.96], [-1.00, -2.57, 1.76], [-0.76, -1.27, 0.74], [0.36, 1.97, 0.51], [-1.59, 0.94, -0.44], [1.02, 0.62, 0.08], [0.67, -0.32, -0.01], [-0.47, -0.10, -0.82], [-0.26, -1.32, 0.13], [-1.88, -1.09, 0.25], [1.07, -0.50, -0.67], [0.73, 0.92, -2.73], [-1.09, -0.48, 1.21], [-0.32, -1.04, 1.10], [1.19, 0.63, 1.33], [0.20, -2.34, -0.62], [-0.48, 0.15, 0.91], [0.62, 1.60, -1.50], [0.72, -0.03, 0.24], [-0.25, 0.43, -0.59], [-0.09, -0.67, -0.64], [-0.25, -0.86, -0.26], [0.50, -0.22, 0.64], [-0.35, -0.61, -0.21], [0.00, 0.07, -0.97], [-0.26, 0.72, 0.33], [0.63, 0.03, 0.61], [-0.12, 0.22, 0.83], [0.01, 0.73, -0.31], [0.19, -0.71, 0.03], [0.36, 0.53, 0.32], [-0.75, -0.01, -0.76], [-0.48, -0.63, 0.09], [-0.25, -0.23, -0.10], [-0.39, 0.00, -0.27], [-0.38, -0.18, -0.71], [0.63, -0.60, -0.22], [-0.50, -0.82, -0.07], [0.47, -0.59, -0.54], [-0.39, -0.70, 0.41], [0.15, 0.29, 0.68], [0.03, 0.45, 0.20], [0.11, 0.96, -0.05], [0.68, 0.30, -0.69], [-0.27, 0.52, 0.65], [0.38, 0.65, -0.35], [0.06, -0.61, 0.55], [-0.17, 0.05, -0.37], [-0.05, 0.32, 0.03], [-0.35, -0.34, 0.39], [0.16, 0.12, 0.29], [-0.50, 0.28, -0.53], [0.08, -0.14, 0.00], [0.19, -0.14, 0.37], [0.04, -0.09, -0.14], [0.09, -0.01, -0.03], [-0.04, 0.02, 0.00], [-0.15, -0.13, 0.16], [0.04, 0.00, -0.04], [0.03, 0.05, -0.03], [-0.03, -0.01, -0.01], [0.09, -0.07, -0.07], [0.21, 0.11, 0.09], [-0.29, -0.59, 0.35], [-0.25, 0.15, -0.11], [-0.20, 0.39, 0.06], [-0.14, 0.04, -0.04], [-0.05, 0.07, -0.03], [0.01, -0.04, 0.01], [0.09, -0.13, -0.15], [0.12, 0.02, 0.11], [0.06, 0.08, 0.03], [-0.01, -0.03, -0.01], [-0.01, 0.08, 0.04], [0.01, -0.05, 0.27], [0.06, -0.47, -0.55], [-0.10, 0.24, -0.02], [0.12, 0.28, 0.20], [-0.10, 0.06, -0.08], [-0.06, 0.05, -0.01], [0.04, -0.02, -0.03], [0.21, 0.07, 0.00], [-0.03, -0.10, 0.08], [-0.04, -0.03, 0.06], [0.03, -0.01, -0.04], [-0.06, 0.00, 0.06], [-0.24, -0.10, -0.10], [0.21, -0.08, 0.70], [0.15, 0.06, -0.22], [-0.10, 0.15, -0.32], [0.15, -0.01, -0.04], [0.05, -0.04, -0.10], [-0.03, 0.02, 0.03], [-0.09, 0.21, 0.03], [-0.08, -0.11, 0.03], [-0.05, -0.06, -0.03], [0.01, 0.03, 0.04], [-0.02, -0.06, -0.06], [0.05, -0.25, 0.09], [0.47, 0.36, -0.21], [-0.30, 0.14, -0.15], [-0.22, -0.19, 0.34], [-0.07, 0.06, -0.11], [-0.06, -0.02, -0.06], [0.02, 0.03, 0.02], [-0.05, 0.07, 0.23], [0.13, -0.09, 0.02], [0.00, -0.10, -0.10], [-0.04, 0.03, 0.02], [-0.06, -0.04, -0.09]]
}

***

[4]
{
  "formula": "C27H35AsN3O3ReS2",
  "method": "wB97M-V/def2-TZVPD",
  "orbital_gap_ev": [6.2, 5.2],
  "de_lowest_kcal_mol": 0.0,
  "spin_multiplicity": 4,
  "total_charge": 3,
  "homo_ev": [-16.2208, -16.2209],
  "symbols": ["Re", "C", "C", "C", "C", "C", "C", "C", "H", "H", "H", "H", "H", "H", "H", "H", "N", "C", "S", "N", "C", "C", "C", "C", "C", "C", "H", "H", "H", "H", "H", "H", "H", "H", "O", "C", "N", "S", "O", "O", "C", "C", "C", "C", "C", "C", "H", "H", "H", "H", "C", "C", "As", "C", "C", "C", "C", "H", "H", "H", "H", "H", "H", "H", "H", "H", "H", "H", "H", "H", "H", "H"],
  "coordinates": [[0.1321, -0.1039, -1.1389], [3.6346, -0.0050, 2.2047], [2.1759, 0.1228, 1.9691], [1.5047, 1.2790, 2.4062], [0.1358, 1.4172, 2.2693], [-0.6155, 0.4007, 1.6957], [0.0287, -0.7750, 1.2147], [1.4239, -0.9021, 1.3983], [4.1585, 0.9028, 1.9076], [4.0660, -0.8669, 1.7024], [3.8045, -0.1136, 3.2792], [2.0726, 2.0531, 2.8991], [-0.3541, 2.3064, 2.6375], [-1.6949, 0.4632, 1.7060], [-0.5596, -1.6902, 1.1005], [1.9057, -1.8316, 1.1253], [-3.3594, 1.4932, -2.7130], [-2.3096, 2.2382, -2.4106], [-1.2785, 1.8227, -1.0283], [-1.9923, 3.3856, -2.9813], [-2.5430, 4.1465, -4.0237], [-3.5132, 3.6989, -4.9241], [-4.0099, 4.5638, -5.8794], [-3.5161, 5.8619, -5.9901], [-2.5064, 6.2929, -5.1317], [-2.0265, 5.4469, -4.1549], [-3.5827, 0.7162, -2.1037], [-4.1003, 1.8530, -3.3068], [-1.2001, 3.8624, -2.5528], [-3.8526, 2.6774, -4.9363], [-4.7721, 4.2204, -6.5598], [-3.9006, 6.5183, -6.7562], [-2.0983, 7.2875, -5.2353], [-1.2511, 5.7902, -3.4833], [1.7697, 1.6753, -0.8484], [2.1849, 1.1809, -1.8947], [1.3075, 0.5075, -2.6969], [2.1065, -0.9373, -2.9027], [1.6200, -1.6895, -4.0006], [1.7883, -1.5297, -1.5782], [3.7407, -0.2392, -2.9404], [4.9637, -0.6795, -3.3877], [6.0532, 0.1775, -3.2169], [5.9080, 1.4126, -2.5951], [4.6708, 1.8355, -2.1200], [3.5811, 1.0000, -2.3104], [5.0867, -1.6399, -3.8641], [7.0250, -0.1332, -3.5674], [6.7640, 2.0611, -2.4828], [4.5443, 2.7911, -1.6365], [-3.4969, -1.4541, -0.3661], [-2.6473, -2.6159, -0.8854], [-1.1774, -2.0078, -2.0803], [-0.1550, -3.6701, -2.3843], [-1.0577, -4.8050, -2.8489], [-2.1367, -1.5874, -3.7607], [-1.3160, -0.7241, -4.7091], [-4.0326, -1.7603, 0.5302], [-4.2472, -1.1685, -1.1019], [-2.8655, -0.5912, -0.1243], [-3.2704, -3.3288, -1.4387], [-2.1881, -3.1622, -0.0529], [0.3335, -3.9237, -1.4399], [0.6130, -3.4546, -3.1250], [-1.7893, -5.0835, -2.0888], [-0.4419, -5.6842, -3.0425], [-1.5691, -4.5610, -3.7815], [-3.0899, -1.1132, -3.5057], [-2.3592, -2.5561, -4.2258], [-1.0428, 0.2253, -4.2411], [-1.8721, -0.5187, -5.6234], [-0.3991, -1.2398, -4.9930]],
  "forces_ev_per_angstrom": [[0.14, 1.18, 1.72], [0.31, -0.02, 0.25], [-0.46, -0.10, -0.16], [-0.02, -0.40, -0.19], [-0.14, 0.08, -0.19], [0.07, -0.37, -0.09], [-0.49, 0.24, 0.05], [0.40, 0.25, 0.00], [0.05, -0.02, -0.09], [0.03, 0.00, -0.02], [0.09, -0.07, -0.03], [0.08, 0.15, 0.03], [-0.06, 0.03, 0.06], [-0.03, 0.00, -0.14], [0.02, 0.17, -0.14], [0.07, -0.02, -0.04], [-0.23, -0.09, -0.06], [0.46, 0.52, -0.21], [-0.10, -0.60, 0.25], [0.58, -0.68, 0.74], [-0.57, 0.97, -1.07], [0.27, -0.11, 0.47], [0.17, 0.46, -0.17], [0.05, -0.30, 0.18], [-0.25, -0.08, -0.27], [-0.19, -0.48, 0.20], [0.00, 0.22, -0.08], [0.14, -0.05, 0.11], [-0.11, -0.31, -0.05], [-0.11, -0.14, -0.03], [-0.07, -0.05, -0.08], [-0.02, 0.06, 0.00], [0.02, 0.03, 0.05], [0.06, 0.04, 0.10], [-0.53, -0.35, 0.27], [1.48, 1.46, 0.32], [-0.69, -0.94, -0.59], [0.90, -0.12, -2.02], [0.66, 0.11, -0.17], [-0.44, 0.06, 1.19], [-0.64, 0.18, 0.23], [0.06, -0.32, -0.20], [-0.23, -0.01, 0.09], [-0.07, -0.02, -0.02], [-0.30, -0.21, 0.04], [0.41, 0.24, 0.02], [0.01, -0.10, -0.03], [0.07, -0.04, -0.06], [0.08, 0.01, 0.00], [0.04, 0.13, 0.04], [0.26, -0.11, -0.09], [0.22, 0.28, 0.20], [-1.69, -1.52, -0.47], [0.13, 0.05, -0.01], [-0.19, 0.08, 0.04], [0.20, 0.06, -0.06], [0.12, -0.08, 0.04], [-0.05, 0.07, 0.02], [-0.05, 0.11, -0.04], [-0.25, 0.00, 0.11], [0.35, 0.12, -0.07], [0.04, 0.06, -0.22], [-0.02, 0.17, -0.03], [-0.10, 0.01, 0.13], [0.00, -0.01, -0.12], [0.02, 0.05, 0.02], [-0.02, -0.10, 0.07], [0.18, -0.17, 0.13], [0.01, 0.13, 0.28], [-0.01, 0.05, -0.12], [-0.05, 0.02, 0.06], [-0.08, 0.12, -0.07]]
}

***

[5]
{
  "formula": "C4H10O3",
  "method": "wB97M-V/def2-TZVPD",
  "orbital_gap_ev": 6.9,
  "de_lowest_kcal_mol": 5.6,
  "spin_multiplicity": 1,
  "total_charge": -2,
  "homo_ev": 0.1183,
  "symbols": ["C", "O", "C", "C", "C", "O", "H", "H", "H", "H", "H", "H", "H", "H", "H", "H", "O"],
  "coordinates": [[1.6523, -1.1451, 1.9433], [2.5212, -0.6122, 2.8170], [0.9558, -0.1269, 1.0063], [-0.1173, -0.7040, 0.0396], [-1.0719, 0.3990, -0.3945], [-1.8053, 0.0669, -1.5378], [0.8137, -1.7687, 2.3833], [2.1392, -1.8512, 1.1983], [0.4721, 0.7001, 1.5428], [1.7330, 0.2985, 0.3749], [-0.5608, -1.6168, 0.4478], [0.3667, -1.0005, -0.8990], [-1.7362, 0.6985, 0.4387], [-0.4318, 1.2729, -0.5755], [-1.8324, 0.8034, -2.2430], [-1.1818, 2.5639, -3.1938], [-1.9164, 2.0223, -3.3486]],
  "forces_ev_per_angstrom": [[0.01, 0.18, -0.37], [-0.05, -0.11, 0.19], [-0.67, -0.38, -0.50], [0.99, 0.20, -0.17], [-0.15, 0.17, -0.16], [-0.28, -0.45, -0.04], [0.12, 0.10, 0.13], [-0.10, -0.14, 0.15], [0.28, -0.11, 0.39], [0.20, 0.37, 0.06], [-0.41, 0.18, 0.11], [0.03, -0.21, 0.11], [0.01, -0.15, 0.01], [-0.06, 0.12, -0.13], [0.09, 0.42, 0.08], [1.73, 1.26, 0.35], [-1.72, -1.45, -0.22]]
}

***

Max |F| for every record listed, in sequence, given in eV/A: 5.44 6.08 4.65 2.32 2.26.